# 1
{
  "formula": "C37H20F15O2Si",
  "method": "ωB97M-V with the def2-TZVPD basis set",
  "e_lumo_ha": -0.1386,
  "total_charge": 1,
  "symbols": ["C", "C", "H", "Si", "H", "C", "C", "C", "C", "C", "F", "C", "H", "F", "C", "C", "F", "C", "H", "O", "C", "C", "C", "C", "C", "F", "C", "H", "C", "F", "F", "F", "H", "C", "F", "H", "C", "H", "O", "C", "H", "F", "C", "F", "F", "C", "H", "C", "H", "H", "C", "F", "F", "C", "C", "H", "C", "C", "C", "H", "C", "H", "C", "C", "H", "H", "H", "H", "F", "F", "C", "C", "C", "C", "H"],
  "coordinates": [[-0.12214, 1.04653, 7.56641], [1.60700, 2.63870, 6.98404], [3.48710, 3.09104, 6.06167], [0.04004, -0.23350, 2.19056], [-1.79400, 1.30446, 9.23681], [-0.55880, 2.74490, 5.92144], [-5.03117, 0.47733, 9.84238], [3.02249, 3.12919, 7.05727], [-2.67966, -2.22457, -0.34666], [2.04663, 3.93813, 1.31895], [0.29134, -2.90559, 3.68261], [0.83964, 1.40352, 1.79003], [-4.67884, -0.68230, 3.44209], [-4.44778, 0.95533, -0.10792], [-3.50354, 0.00247, 0.03155], [-5.92948, 0.02783, 10.95198], [2.48735, -0.44692, 0.28683], [-4.69524, 0.97137, 7.50632], [1.82915, 1.13228, 8.50377], [-0.57378, -0.02490, 3.89139], [0.72526, 3.24069, 6.08712], [3.35992, -3.60075, 1.84658], [2.29610, 3.24639, 2.50260], [1.38231, -1.55581, 2.07483], [0.72045, 2.07648, 0.56944], [-4.84617, -1.59418, -1.10179], [-3.57341, -0.90322, 5.34892], [-4.30893, -0.95686, 6.15151], [1.26690, 3.33504, 0.33109], [-2.81643, -3.44235, -0.90464], [4.40993, -2.34009, 0.12740], [-0.52968, -2.82417, 0.38556], [-1.57014, -0.84923, 6.27918], [-1.35623, -0.68261, 1.02822], [-2.15859, 1.53777, 1.17904], [-2.93948, 1.80904, 5.76719], [-2.40820, 1.11271, 6.43912], [3.61845, 2.52680, 7.74673], [-2.77069, 0.22305, 3.47925], [-5.55447, 0.68316, 8.56396], [1.06320, 4.08689, 5.49297], [3.10179, 3.78650, 3.44822], [1.71302, 1.99894, 2.70213], [2.22091, -4.82869, 3.52659], [1.06430, 3.95888, -0.84738], [-1.52839, -1.90613, 0.37136], [-5.34041, -0.30729, 11.81105], [2.43888, -1.48784, 1.15924], [-3.32972, -1.93772, 5.05602], [-6.57818, -0.79857, 10.63411], [-3.69095, -1.27688, -0.48876], [2.07296, 1.28843, 3.81141], [0.10520, 1.45693, -0.46647], [-3.30531, 1.03986, 7.69219], [-2.82732, 1.05964, 9.00744], [-6.57852, 0.84877, 11.28479], [-2.33762, 0.26886, 0.73792], [-4.05232, -0.13608, 4.14906], [-1.77955, 0.04911, 4.32014], [-5.12343, 1.11104, 6.51212], [1.35040, -2.71714, 2.84880], [-3.28338, 0.63444, 11.08262], [-0.99981, 1.65888, 6.67320], [1.15888, 1.57077, 7.76240], [-1.23611, 3.21025, 5.20121], [-4.53834, 0.80278, 4.43839], [3.06907, 4.17358, 7.39044], [-6.62791, 0.55978, 8.39014], [4.28531, -4.57216, 1.72889], [2.56334, 5.16504, 1.12465], [3.42433, -2.46716, 1.03922], [2.31093, -3.72469, 2.75778], [-2.26685, -0.20448, 5.71719], [-3.67559, 0.72572, 10.06894], [-0.42745, 0.16396, 8.13503]]
}

---

# 2
{
  "formula": "C5H8S",
  "method": "ωB97M-V with the def2-TZVPD basis set",
  "e_lumo_ha": -0.0425,
  "de_lowest_kj_mol": 315.97,
  "smiles": "C=C(C=S)CC",
  "symbols": ["C", "H", "H", "C", "H", "H", "H", "S", "C", "C", "C", "H", "H", "H"],
  "coordinates": [[-0.94852, 1.01273, 1.01172], [-0.28854, -0.89457, 1.38332], [1.28690, 0.29769, 1.28549], [0.51490, -0.56469, -0.40542], [1.37263, 1.19863, -0.25802], [-1.14216, 1.23328, 2.09193], [-1.88183, 0.55639, 0.42059], [1.38839, 0.78575, -2.62433], [0.18738, -0.06294, 0.96358], [0.98858, 0.50127, -1.05361], [-0.14635, -1.66953, -0.94177], [-0.82386, 1.98561, 0.61406], [0.05102, -1.90370, -2.16406], [-0.55855, -2.47592, -0.32348]]
}

---

# 3
{
  "formula": "C17H21N3O2W",
  "method": "ωB97M-V with the def2-TZVPD basis set",
  "e_lumo_ha": [-0.3208, -0.3185],
  "de_lowest_kj_mol": 0.00,
  "spin_multiplicity": 3,
  "total_charge": 2,
  "symbols": ["N", "N", "H", "H", "H", "H", "C", "H", "H", "H", "C", "C", "H", "C", "C", "C", "O", "C", "C", "C", "H", "H", "C", "H", "H", "H", "C", "H", "C", "N", "H", "C", "H", "C", "H", "O", "H", "C", "C", "H", "C", "H", "H", "W"],
  "coordinates": [[0.47924, 0.38666, 1.90329], [0.28988, -1.61615, -0.76395], [2.29710, 3.59213, -2.47827], [0.41791, 0.55628, 4.97247], [-1.04438, -2.83124, 0.31166], [2.26016, -0.60640, 4.15208], [1.82860, 0.04028, 2.13740], [-3.86929, 0.00949, 1.27380], [-4.27706, -0.94635, -0.19318], [3.01774, 0.92568, 3.69247], [1.88608, -3.79705, -1.20129], [1.63165, -0.17547, -2.07471], [-1.86244, 1.25857, -1.77681], [-0.08224, -2.81726, -0.20553], [2.72385, 0.25278, -2.83040], [2.98067, 1.60703, -2.97626], [-1.25944, 1.56610, 2.89431], [-4.65495, 1.22623, -0.38179], [-4.55327, -0.07840, 0.42140], [1.06222, 2.10266, -1.59541], [3.36424, -0.51305, -3.25707], [1.10028, 2.09103, 4.40260], [-0.14427, 1.07612, 2.97081], [0.33714, 2.75860, -1.12268], [2.55921, -4.64051, -1.32029], [2.96661, -2.48908, -2.59274], [2.13291, 2.52557, -2.36272], [-4.03088, 1.25423, -1.28042], [0.86948, 1.06139, 4.11183], [0.86932, 0.75961, -1.40419], [-5.68456, 1.37554, -0.72852], [2.13226, -2.62940, -1.90565], [3.83398, 1.94289, -3.56661], [0.77708, -3.88946, -0.35206], [-2.19703, 1.91774, -0.14395], [2.57637, -0.34909, 1.25230], [-4.38791, 2.08279, 0.24033], [2.10022, 0.33176, 3.60047], [1.33050, -1.52237, -1.67871], [-2.59360, 0.19825, -0.51322], [-1.88916, 1.03263, -0.71113], [-5.54911, -0.29971, 0.83181], [0.57075, -4.81013, 0.18901], [-0.31591, 0.07905, 0.05950]]
}

---

# 4
{
  "formula": "C35H43ClIrNP2S4",
  "method": "ωB97M-V with the def2-TZVPD basis set",
  "e_lumo_ha": [-0.3733, -0.3734],
  "de_lowest_kj_mol": 175.87,
  "spin_multiplicity": 2,
  "total_charge": 3,
  "symbols": ["C", "C", "C", "H", "H", "C", "H", "H", "H", "C", "H", "C", "C", "H", "H", "H", "C", "C", "H", "H", "P", "P", "C", "H", "H", "C", "H", "C", "H", "H", "C", "H", "C", "C", "S", "H", "S", "H", "H", "C", "C", "H", "H", "H", "C", "C", "N", "C", "H", "C", "Ir", "H", "C", "C", "H", "H", "C", "H", "C", "C", "C", "C", "S", "C", "H", "S", "H", "C", "C", "H", "H", "H", "C", "C", "H", "H", "H", "C", "H", "H", "H", "H", "Cl", "H", "H", "H", "C"],
  "coordinates": [[-0.87105, -1.59838, 3.48695], [2.17485, -0.53756, 3.56071], [1.47307, 2.20694, -4.07617], [-0.28276, -2.80972, 0.36588], [3.97977, -4.37690, -0.30608], [-2.06393, -1.91001, -2.09067], [0.29434, -3.56511, -4.67412], [2.66478, 3.78239, -1.31530], [-1.45897, -4.73398, 1.31635], [3.21601, -0.12623, 4.37997], [-2.67866, 2.04507, 4.13203], [-0.36040, -3.10088, -3.94872], [3.44253, -4.69319, -2.93959], [1.13810, -1.72638, -3.28882], [1.92862, 2.25941, 1.62857], [-2.03200, -4.35492, -4.42092], [0.11135, -2.05646, -3.17143], [3.78956, 1.12469, 4.20622], [2.37360, -4.76010, -2.73635], [1.75120, -1.52344, 3.69264], [-0.11239, -0.20349, -1.17413], [0.43544, -0.21315, 1.41887], [-0.74793, -1.46835, -2.23471], [-3.34321, 2.98827, 2.80337], [-1.97162, 4.42157, -1.42296], [-2.48200, 2.40677, 3.12211], [-2.26294, -4.67591, 3.65230], [2.28974, 1.57930, 2.39206], [-3.59096, 4.66983, -0.80633], [3.95974, -5.54163, -2.49569], [-2.10808, 4.55193, 0.74095], [3.59835, -4.72356, -4.01644], [-1.75364, -3.81821, 3.23349], [2.12009, 3.16682, -3.29668], [-2.91128, 2.36386, -0.82195], [-4.71327, 0.71032, 2.07929], [4.16126, -3.14537, -2.35083], [2.53947, -1.10615, -1.44612], [3.78221, 2.95450, 3.07934], [-4.23329, 2.04300, 0.42017], [2.11337, 3.06931, -1.91420], [-3.54400, -3.29705, -2.78109], [-0.66879, -0.74590, 4.12773], [-2.72200, -1.44403, -1.36570], [1.48274, 1.98803, -1.30855], [2.36223, -1.33414, -0.39257], [1.05044, -0.74571, -0.05546], [-1.30893, -3.84914, 1.92044], [-0.34471, 2.60971, 3.44419], [0.77658, 1.17191, -3.47961], [-0.97151, 1.38666, 0.35787], [1.62992, 1.81915, -0.24885], [-0.64786, -2.75369, 1.38222], [-3.97151, 0.82403, 1.28564], [-5.14730, 1.88089, -0.15190], [2.24697, -3.06868, 0.87950], [-0.42862, -1.61466, 2.15908], [2.65595, 3.97400, -3.77886], [3.32920, 1.98102, 3.21048], [-2.52461, -2.95006, -2.88057], [0.79307, 1.04157, -2.08915], [-2.09528, 3.12872, -3.78118], [-0.72617, 3.48642, 1.30581], [1.70895, 0.31385, 2.55469], [1.71258, -3.34851, -0.77810], [-2.34057, 0.90385, 2.05988], [-1.22504, 4.12701, 3.61021], [-1.52637, -2.69283, 4.01991], [2.46213, -2.83357, -0.16813], [1.50703, 2.28016, -5.15547], [3.13084, -0.80233, 0.17612], [4.62805, -2.77123, -0.04971], [-1.18374, 3.19106, 3.05428], [-1.67148, -3.54247, -3.80376], [-2.87249, 4.54852, 1.51552], [0.26204, 0.44194, -4.09112], [-3.96321, -0.10280, 0.71074], [-2.64981, 4.15292, -0.61420], [-2.27165, 2.14518, -4.18792], [3.58246, -0.78779, 5.15326], [-1.84498, -2.67916, 5.05364], [-1.70471, 5.56426, 0.69256], [-3.27071, 4.30136, -4.07955], [-1.11658, 3.47686, -3.49118], [-4.38565, 2.93965, 1.01698], [4.59983, 1.43889, 4.85082], [3.84818, -3.32880, -0.57204]]
}

---

| no. | maximum force (hartree/bohr) | molar mass (g mol⁻¹) |
| --- | --- | --- |
| 1 | 0.039 | 809.621 |
| 2 | 0.139 | 100.186 |
| 3 | 0.055 | 483.214 |
| 4 | 0.015 | 895.622 |